Entry 1:
C27H35AlN2OP3 | ωB97M-V with the def2-TZVPD basis set

Summary:
**Kohn-Sham gap (spin up / spin down)**: 8.40 / 5.30 eV
**Expectation value of S²**: 0.779

Structure (ORCA input):
```
! wB97M-V def2-TZVPD RIJCOSX def2/J DEFGRID3
* xyz 2 2
Al 0.31 0.23 0.01
P -2.00 -1.00 0.88
P -0.07 2.58 0.36
N 0.84 -1.65 -0.37
N 1.93 0.66 -0.83
H 2.25 -2.58 -1.65
H 3.80 -0.39 -1.15
H 2.89 -2.17 -0.06
C 2.21 -1.81 -0.86
H 2.67 -0.48 -2.49
C 2.72 -0.46 -1.38
H 0.04 -3.59 -0.70
H 2.99 2.14 -1.85
C -0.12 -2.51 -0.55
C 2.15 1.94 -1.19
C -1.51 -1.98 -0.67
C 1.34 2.95 -0.73
H -2.24 -2.80 -0.79
H 1.56 3.98 -1.00
H -1.16 3.20 -0.30
H 0.13 3.39 1.51
H -3.33 -0.74 0.39
H -2.20 -2.22 1.62
H 0.31 0.74 -3.01
C -0.74 0.47 -2.91
C -1.57 1.67 -3.19
C -1.06 -0.65 -3.87
O -0.93 0.16 -1.52
H -1.31 1.97 -4.20
H -2.63 1.43 -3.15
H -1.39 2.48 -2.48
H -0.44 -1.54 -3.76
H -2.12 -0.92 -3.83
H -0.89 -0.24 -4.87
H -1.64 -1.09 -1.34
C 0.46 3.56 5.43
C 1.75 3.12 5.14
C 1.95 2.06 4.26
C 0.85 1.40 3.69
C -0.44 1.92 3.90
C -0.64 2.98 4.77
P 1.04 0.00 2.51
C 2.81 -0.40 2.69
C 3.76 0.09 1.76
C 5.10 -0.25 1.86
C 5.57 -0.96 2.97
C 4.65 -1.40 3.94
C 3.29 -1.10 3.81
C 0.31 -1.40 3.43
C 0.65 -2.69 2.99
C 0.02 -3.81 3.53
C -0.91 -3.67 4.56
C -1.28 -2.39 4.97
C -0.67 -1.26 4.42
H 0.33 4.42 6.09
H 2.62 3.57 5.62
H 2.95 1.69 4.06
H -1.31 1.48 3.41
H -1.64 3.34 5.01
H 3.39 0.70 0.93
H 5.79 0.10 1.09
H 6.62 -1.20 3.06
H 5.01 -1.93 4.82
H 2.60 -1.47 4.58
H 1.45 -2.84 2.26
H 0.29 -4.81 3.18
H -1.44 -4.54 4.97
H -2.02 -2.25 5.76
H -0.94 -0.27 4.79
*
```

=====

Entry 2:
C18H30N2O8 | ωB97M-V with the def2-TZVPD basis set

Summary:
**Kohn-Sham gap**: 8.50 eV
**SMILES**: NC(=O)Oc1cccnc1.CCOC(C)=O.CCOC(C)=O.CCOC(C)=O

Structure (ORCA input):
```
! wB97M-V def2-TZVPD RIJCOSX def2/J DEFGRID3
* xyz 0 1
N -2.54 4.12 0.35
C -2.84 2.70 0.77
O -3.91 2.45 1.54
O -2.02 1.51 0.40
C -0.70 1.82 1.03
C 0.65 2.25 0.14
C 1.93 2.59 1.13
C 1.93 2.52 2.76
N 0.70 2.10 3.49
C -0.49 1.79 2.65
H -1.58 4.44 0.62
H -3.18 4.72 0.95
H 0.64 2.32 -1.03
H 2.96 2.90 0.62
H 2.92 2.80 3.36
H -1.46 1.48 3.26
C -7.08 0.80 0.37
C -6.77 1.10 1.82
O -7.97 1.20 2.60
C -8.63 0.15 3.14
C -8.26 -1.23 2.71
O -9.56 0.34 3.92
H -7.59 -0.16 0.26
H -6.16 0.78 -0.23
H -7.75 1.56 -0.04
H -6.07 0.38 2.26
H -6.27 2.08 1.89
H -8.93 -1.55 1.90
H -8.38 -1.91 3.56
H -7.23 -1.34 2.39
C 5.77 -0.12 -1.07
C 6.09 0.18 0.39
O 4.88 0.28 1.16
C 4.22 -0.77 1.71
C 4.59 -2.15 1.27
O 3.29 -0.58 2.49
H 5.26 -1.08 -1.18
H 6.69 -0.14 -1.66
H 5.10 0.65 -1.48
H 6.78 -0.54 0.83
H 6.58 1.16 0.45
H 3.93 -2.47 0.47
H 4.47 -2.83 2.13
H 5.63 -2.26 0.95
C 1.34 -1.65 -4.15
C 2.78 -1.29 -4.48
O 3.64 -1.54 -3.35
C 4.20 -2.74 -3.06
C 3.70 -3.96 -3.77
O 5.04 -2.83 -2.18
H 1.24 -2.72 -3.93
H 0.68 -1.40 -4.99
H 1.00 -1.11 -3.26
H 3.15 -1.79 -5.38
H 2.84 -0.21 -4.68
H 2.93 -4.44 -3.17
H 4.54 -4.65 -3.91
H 3.30 -3.76 -4.77
*
```

=====

Entry 3:
C6H10O | ωB97M-V with the def2-TZVPD basis set

Summary:
**Kohn-Sham gap**: 9.75 eV

Structure (ORCA input):
```
! wB97M-V def2-TZVPD RIJCOSX def2/J DEFGRID3
* xyz 0 1
C -0.21 -1.61 1.01
C -0.86 -0.97 -0.38
O -1.57 -0.05 0.49
C -0.76 1.01 0.03
C 0.73 1.23 0.46
C 1.22 0.56 -0.86
C -0.24 0.25 -1.19
H -0.34 -1.04 1.98
H -0.76 -2.53 1.18
H 0.86 -1.75 0.91
H -1.62 -1.46 -1.06
H -1.41 1.88 0.07
H 1.07 0.76 1.39
H 0.95 2.30 0.50
H 1.70 1.26 -1.55
H 1.86 -0.32 -0.77
H -0.61 0.48 -2.20
*
```

=====

Entry 4:
C2H14N2O3 | ωB97M-V with the def2-TZVPD basis set

Summary:
**Kohn-Sham gap**: 9.63 eV
**SMILES**: CNCN.O.O.O

Structure (ORCA input):
```
! wB97M-V def2-TZVPD RIJCOSX def2/J DEFGRID3
* xyz 0 1
C 2.56 1.63 0.20
N 1.58 0.84 -0.56
C 1.83 -0.58 -0.54
N 0.77 -1.42 -1.12
H 3.53 1.12 0.12
H 2.42 1.67 1.29
H 2.62 2.65 -0.18
H 1.07 1.45 -1.09
H 2.79 -0.74 -1.03
H 1.85 -0.96 0.49
H -0.05 -1.10 -0.61
H 0.56 -1.10 -2.06
O -1.23 0.82 0.12
H -0.29 1.02 -0.02
H -1.53 1.20 0.96
O -1.92 -2.88 1.56
H -2.14 -1.98 1.33
H -1.01 -2.83 1.89
O -4.71 0.65 -0.11
H -3.80 0.81 -0.39
H -4.90 -0.27 -0.26
*
```

=====

Entry 5:
C14H21Cl2NO4Pt | ωB97M-V with the def2-TZVPD basis set

Summary:
**Kohn-Sham gap (spin up / spin down)**: 4.58 / 5.21 eV
**Expectation value of S²**: 6.021

Structure (ORCA input):
```
! wB97M-V def2-TZVPD RIJCOSX def2/J DEFGRID3
* xyz -2 5
C 0.06 1.53 1.56
C 0.39 2.00 0.23
C 1.51 1.28 -0.24
C -0.27 3.13 -0.48
C 1.96 0.40 0.79
C 1.05 0.52 1.91
C 1.29 -0.02 3.28
C -0.86 2.19 2.52
C 2.14 1.44 -1.57
C 3.16 -0.46 0.74
Pt -0.56 -0.38 0.52
Cl -2.73 1.86 -3.52
Cl -2.31 0.96 -0.20
O 0.73 -1.99 0.78
H -1.22 3.39 -0.01
H -0.50 2.86 -1.52
H 0.37 4.02 -0.49
H 1.39 1.66 -2.34
H 2.67 0.53 -1.86
H 2.87 2.26 -1.55
H 3.24 -0.97 -0.23
H 3.14 -1.21 1.52
H 4.07 0.14 0.86
H 1.69 -1.03 3.22
H 0.36 -0.03 3.85
H 2.02 0.58 3.85
H -1.78 2.48 2.02
H -0.43 3.09 2.98
H -1.12 1.50 3.33
H 0.60 -2.46 -0.08
O -1.51 -0.89 2.22
H -1.22 -1.85 2.17
O 0.30 -0.92 -2.71
C -0.69 -1.55 -2.32
C -1.53 -2.53 -3.13
C -2.62 -3.01 -2.22
C -2.37 -2.34 -0.88
O -2.99 -2.49 0.14
N -1.24 -1.54 -1.05
H -1.95 -2.02 -3.99
H -0.91 -3.37 -3.45
H -3.61 -2.71 -2.56
H -2.60 -4.08 -2.06
*
```

=====

Entry 6:
C4H10NO | ωB97M-V with the def2-TZVPD basis set

Summary:
**Kohn-Sham gap (spin up / spin down)**: 10.06 / 6.50 eV
**Expectation value of S²**: 0.758

Structure (ORCA input):
```
! wB97M-V def2-TZVPD RIJCOSX def2/J DEFGRID3
* xyz 2 2
O 2.10 -0.18 -1.46
C 1.49 -1.20 -1.28
C 0.16 -1.23 -0.58
N -0.70 0.01 -0.63
C -0.11 1.17 0.22
C -0.61 1.02 1.66
H 2.05 -2.13 -1.58
H -0.51 -2.05 -0.90
H 0.29 -1.61 0.44
H -1.57 -0.26 -0.17
H -0.85 0.29 -1.61
H -0.48 2.07 -0.26
H 0.98 1.13 0.14
H -0.26 0.14 2.20
H -1.70 0.97 1.59
H -0.28 1.88 2.23
*
```

=====

Entry 7:
C8H10CuN2O | ωB97M-V with the def2-TZVPD basis set

Summary:
**Kohn-Sham gap (spin up / spin down)**: 5.13 / 4.44 eV
**Expectation value of S²**: 0.807

Structure (ORCA input):
```
! wB97M-V def2-TZVPD RIJCOSX def2/J DEFGRID3
* xyz -2 2
C -0.97 -2.22 0.70
C -1.51 -0.89 0.84
C -0.58 -0.11 1.60
C 0.51 -0.96 1.92
C 0.29 -2.23 1.32
Cu 0.36 0.13 -1.26
N 2.81 -1.75 -1.17
C -1.60 0.50 -1.87
C -2.38 1.48 -1.43
H -0.76 0.92 1.89
H -2.47 -0.50 0.46
H 1.38 -0.68 2.53
H 0.97 -3.11 1.39
H -1.48 -3.07 0.24
H -3.14 1.24 -0.75
H -0.52 0.61 -2.43
H 2.58 -1.18 -2.06
H -2.15 2.51 -1.44
H -1.50 -0.69 -1.73
O 2.98 2.57 0.44
C 1.94 1.98 0.32
N 0.90 1.40 0.19
*
```

=====

Entry 8:
BH4InN2O6 | ωB97M-V with the def2-TZVPD basis set

Summary:
**Kohn-Sham gap**: 4.37 eV

Structure (ORCA input):
```
! wB97M-V def2-TZVPD RIJCOSX def2/J DEFGRID3
* xyz 0 1
In 0.19 -1.22 -0.46
N -1.54 -0.01 2.06
O -0.96 -0.56 1.15
O -2.70 0.43 2.01
O -0.81 0.69 2.71
N 3.38 -0.26 -0.55
O 2.15 -0.51 -0.54
O 3.86 0.32 0.35
O 3.98 -0.50 -1.62
B -1.51 0.30 -1.03
H -1.10 0.71 -0.13
H -0.78 0.43 -1.82
H -1.80 -0.72 -0.83
H -2.37 0.90 -1.30
*
```

=====

Entry 9:
C16H31MnNP2Se | ωB97M-V with the def2-TZVPD basis set

Summary:
**Kohn-Sham gap (spin up / spin down)**: 4.73 / 4.02 eV
**Expectation value of S²**: 8.821

Structure (ORCA input):
```
! wB97M-V def2-TZVPD RIJCOSX def2/J DEFGRID3
* xyz 0 6
P 0.59 -0.88 -2.18
P 2.31 -0.28 1.09
C 2.33 -0.94 -1.65
C 2.67 -1.48 -0.24
H 2.69 0.11 -1.73
H 2.80 -1.59 -2.40
H 2.14 -2.43 -0.03
H 3.75 -1.62 -0.12
C 3.72 0.87 1.19
H 3.51 1.62 1.97
H 3.87 1.40 0.24
H 4.61 0.28 1.46
C 2.39 -1.25 2.62
H 3.45 -1.29 2.91
H 1.99 -2.26 2.49
H 1.81 -0.75 3.41
C 0.59 -0.33 -3.88
H -0.42 -0.13 -4.26
H 1.03 -1.13 -4.48
H 1.17 0.58 -4.01
C 0.00 -2.58 -2.19
H 0.22 -3.05 -1.23
H 0.50 -3.13 -3.01
H -1.08 -2.61 -2.34
Mn -3.52 1.76 -1.18
C -0.45 0.71 2.64
C 0.30 1.65 2.05
C 0.53 1.95 0.56
C -0.49 1.50 -0.49
C -0.47 0.00 -1.04
C -0.99 -1.04 -0.14
C -0.36 -1.32 1.11
C -1.14 -0.53 2.17
C -5.41 0.94 -1.47
H -0.49 0.74 3.76
H 0.56 2.53 2.68
H 1.55 1.67 0.23
H 0.61 3.06 0.47
H -1.54 1.73 -0.18
H -0.29 2.15 -1.38
H -1.23 0.12 -1.87
H -2.06 -1.28 -0.29
H 0.65 -0.82 0.98
H -0.15 -2.39 1.35
H -2.13 -0.30 1.74
H -1.28 -1.16 3.07
H -5.62 0.54 -0.48
H -5.33 0.17 -2.24
H -6.14 1.71 -1.74
Se -4.12 3.42 3.49
C -3.92 2.86 1.85
N -3.73 2.49 0.74
*
```